Formula: C2H10O4
Source: OMol25
Level of theory: the ωB97M-V functional and the def2-TZVPD basis

```
16
Properties=species:S:1:pos:R:3:forces:R:3:nbo_charge:R:1
C -2.96428 0.75881 0.72524 2.4 0.8 -2.1 -0.53
C -1.86786 0.56873 -0.09332 -1.9 -1.7 0.5 0.12
O -0.88464 -0.28522 0.35679 1.1 0.8 -1.5 -0.70
H -3.92483 0.83905 0.24905 -0.2 1.1 0.2 0.21
H -2.71076 0.99468 1.74659 -0.6 -1.1 0.5 0.22
H -1.74729 0.79184 -1.18286 -0.8 -0.4 0.8 0.16
H -0.42453 -0.60775 -0.47460 -0.1 0.2 1.4 0.51
O 0.99484 -1.54760 -1.68709 2.2 -0.2 -0.1 -0.96
H 1.63203 -1.92467 -1.02994 -1.1 0.3 0.1 0.50
H 1.69012 -1.29999 -2.34796 -1.3 0.1 0.3 0.48
O 1.44251 1.29527 -0.26310 -3.5 -0.1 -0.8 -0.94
H 0.41986 1.20773 -0.47660 3.2 -0.3 0.1 0.47
H 1.26174 1.86854 0.47660 0.7 0.7 0.8 0.47
O 2.38042 -1.20672 1.09711 -0.1 0.8 0.0 -0.98
H 2.57313 -1.16822 2.04098 0.0 -0.2 -0.1 0.47
H 2.12955 -0.28448 0.86311 0.0 -0.7 -0.1 0.50
```
Forces are in eV/Å.

Computed properties:
Total energy ... -10424.1110 eV
E_LUMO ... 0.48 eV
ΔE to the lowest compared entry with this formula, charge and spin ... 2.082 eV
Highest occupied orbital energy ... -8.497 eV
F_max ... 3.6 eV/A
Spin multiplicity ... 1